## P
ORCA calculation (ωB97M-V/def2-TZVPD) on a 2-piece molecular cluster, C3H10S3 overall.

CARTESIAN COORDINATES (ANGSTROEM)
1 H -1.0413 -3.1501 -1.1465
2 H -0.6588 3.8995 5.7003
3 S 0.4924 4.3228 4.9992
4 H 0.0739 2.9790 1.3412
5 S 1.3501 -2.6358 -1.5801
6 C -0.2835 -3.3378 -1.9961
7 H -0.3496 -4.5403 -2.2490
8 H -1.6072 -1.8659 -2.9778
9 H 1.6330 -2.8946 -0.1244
10 H 1.3901 2.9936 2.2319
11 H 0.8869 4.5072 1.5811
12 C 0.5080 3.6553 2.0680
13 H 0.0455 -2.2409 -3.9173
14 C -0.7696 -2.4504 -3.2251
15 S -0.6252 4.0903 3.2273
16 H -1.0446 -3.3316 -3.9328

Calculated values
SMILES ... CCS.CSS
Gap between HOMO and LUMO ... 8.8 eV
Total charge ... 0
HOMO energy ... -8.255 eV

## Q
ORCA calculation (ωB97M-V/def2-TZVPD) on a 2-piece molecular cluster, C3H10S3 overall.

CARTESIAN COORDINATES (ANGSTROEM)
1 S 1.2588 1.6411 1.1300
2 H -0.8309 2.5553 0.6384
3 H 2.6816 0.3074 -0.3844
4 H -2.2251 -1.9316 -2.0397
5 H 0.0448 3.7071 1.6438
6 H -0.5822 -1.0665 -2.0166
7 S 1.7835 1.2065 -0.8374
8 H 0.3671 3.5150 -0.1270
9 C -1.2350 -1.8278 -1.5836
10 H 0.7672 -1.5957 0.2361
11 H -0.7142 -2.7761 -1.7166
12 H 0.2490 -0.8871 1.5367
13 S -1.6305 -1.3823 0.1331
14 C -0.0191 -1.7853 0.9829
15 H -0.0775 -2.6902 1.5826
16 C 0.1626 3.0101 0.8216

Calculated values
SMILES ... CSC.CSS
Gap between HOMO and LUMO ... 8.6 eV
Total charge ... 0
HOMO energy ... -8.212 eV

Tell me which of them is the most stable. Sure, it is Q.

## P
ORCA calculation (ωB97M-V/def2-TZVPD) on a 2-piece molecular cluster, C5H13NO overall.

CARTESIAN COORDINATES (ANGSTROEM)
1 H 1.3729 -0.6882 2.5477
2 C 0.3387 -1.4275 -0.4753
3 O 0.3341 4.6518 -2.5878
4 H 1.0152 3.9559 -2.4525
5 H 1.1449 -2.5894 1.1284
6 C 1.4128 -1.6566 0.6327
7 H 1.8156 0.3928 1.3569
8 H 0.8796 5.2634 -3.1110
9 H -2.3568 -1.5258 -1.0306
10 H -2.7642 -0.5408 0.3928
11 H 0.0926 -2.4150 -0.8679
12 H -0.9169 -0.4955 2.3091
13 H 2.4810 -1.6690 0.3434
14 H -0.7614 0.8798 1.2504
15 C -2.1039 -1.3142 0.0121
16 H 0.8241 -0.7971 -1.2423
17 H -2.2479 -2.1497 0.7267
18 C -0.3407 -0.1163 1.4644
19 N -0.7890 -0.7061 0.0821
20 C 1.1373 -0.4387 1.4811

Calculated values
Gap between HOMO and LUMO (alpha / beta) ... 2.2 / 8.5 eV
Total charge ... -1
HOMO energy (alpha / beta) ... 1.333 / -5.051 eV
2S+1 ... 2

## Q
ORCA calculation (ωB97M-V/def2-TZVPD) on a 2-piece molecular cluster, C5H13NO overall.

CARTESIAN COORDINATES (ANGSTROEM)
1 O -0.9600 0.0628 -2.7681
2 C 0.2388 -1.8976 0.6846
3 H 0.8914 -1.7659 -0.1621
4 C -1.2223 -1.9934 0.2065
5 C 1.0264 2.8385 0.1275
6 H -1.8702 -2.2170 1.0407
7 H -1.2049 -0.7426 -3.2478
8 H 0.5799 -2.7817 1.2103
9 H -0.8007 1.3683 -0.1529
10 C 0.8463 0.3861 0.8080
11 H 1.9856 0.2949 0.7845
12 H -1.3910 -2.7623 -0.5660
13 H -0.6485 -0.4937 1.9791
14 H -1.6207 -0.9945 -0.1046
15 H 1.3884 2.8601 -0.8394
16 C 0.1915 1.5466 0.2756
17 H 1.8498 2.8537 0.7622
18 H 0.4017 3.6393 0.3174
19 N 0.2742 -0.6899 1.5136
20 H -0.2849 -0.2131 -2.0851

Calculated values
Gap between HOMO and LUMO (alpha / beta) ... 2.7 / 8.5 eV
Total charge ... -1
HOMO energy (alpha / beta) ... 1.171 / -4.683 eV
2S+1 ... 2

Tell me which of them is the most stable. Sure, it is P.

## P
ORCA calculation (ωB97M-V/def2-TZVPD) on the molecule C2H6N4S2.

CARTESIAN COORDINATES (ANGSTROEM)
1 N -1.0248 1.3377 2.0842
2 H -3.2282 1.8559 1.5548
3 N -0.2773 -0.1697 -1.5168
4 H 2.3831 -1.4071 -0.1596
5 H -1.3108 0.5223 0.0583
6 N 1.9141 -1.0688 -1.1763
7 C -0.7257 0.5764 1.0203
8 S 2.8745 -1.8762 -2.5211
9 S 0.8626 -0.1687 1.0595
10 H -0.1835 -0.4310 -2.5341
11 H 2.6165 -3.1306 -2.3523
12 C 0.6070 -0.5584 -0.7228
13 N -2.3487 1.7865 2.3426
14 H -2.1587 2.7317 2.8632

Calculated values
SMILES ... [H]/N=C(\NS)S/C=N/N
Gap between HOMO and LUMO ... 8.4 eV
Total charge ... 0
HOMO energy ... -8.202 eV

## Q
ORCA calculation (ωB97M-V/def2-TZVPD) on the molecule C2H6N4S2.

CARTESIAN COORDINATES (ANGSTROEM)
1 C 1.2007 -0.1142 -0.0553
2 H 2.5929 -1.8968 0.1865
3 H -1.5166 1.0740 -0.8173
4 N 2.4520 -0.8638 -0.0558
5 N -2.6371 -0.5399 0.2648
6 N -3.7867 0.1429 0.2797
7 H -3.7217 1.1448 0.7644
8 H 1.9990 1.5673 -0.0942
9 C -1.5183 -0.0129 -0.3521
10 S 3.9778 -0.1243 0.3579
11 H -4.2613 -0.5175 1.0388
12 H 4.3336 0.2737 -0.9977
13 N 1.0185 1.1203 -0.3015
14 S -0.1329 -1.2536 -0.2181

Calculated values
SMILES ... [H]/N=C(\NS)S/C=N/N
Gap between HOMO and LUMO ... 8.9 eV
Total charge ... 0
HOMO energy ... -8.403 eV

## R
ORCA calculation (ωB97M-V/def2-TZVPD) on a 2-piece molecular cluster, C2H6N4S2 overall.

CARTESIAN COORDINATES (ANGSTROEM)
1 N -2.7356 -0.9691 -0.0417
2 C -1.3779 -1.1578 0.0690
3 N 1.5891 1.6595 0.1356
4 N 0.8151 -0.4813 -0.0114
5 S -3.1127 0.6916 -0.1626
6 H 1.1603 -1.4558 -0.5374
7 S 3.3694 -0.4535 -0.1065
8 H 0.4963 1.9053 0.0491
9 C 1.9013 0.4202 0.0755
10 H 2.2083 2.4092 0.2680
11 H -1.2402 1.3789 0.4604
12 H -0.9647 -2.2180 0.4992
13 N -0.4718 -0.2115 0.1596
14 H -3.2843 -1.3866 1.0055

Calculated values
Gap between HOMO and LUMO ... 7.1 eV
Total charge ... 0
HOMO energy ... -7.996 eV

Tell me which of them is the most stable. Sure, it is Q.

## P
ORCA calculation (ωB97M-V/def2-TZVPD) on C12H15F6N6O4S2Zn as an isolated structure.

CARTESIAN COORDINATES (ANGSTROEM)
1 H 4.5419 -2.3819 1.6136
2 C -1.2795 -2.9047 2.3162
3 C 1.8898 4.5446 -1.4547
4 S -2.0549 -1.8930 0.7735
5 C 1.5969 3.2726 -0.7231
6 H 1.4236 4.4217 -2.4323
7 F -2.4505 -1.5895 -2.4793
8 F -0.4597 -2.0041 2.8556
9 H 3.1459 -3.2089 2.2960
10 F -0.7041 -4.0088 1.9674
11 N 2.1321 -0.7247 0.5327
12 S -0.4821 -2.7894 -1.1011
13 N 1.3950 2.2795 -0.1082
14 H -1.6349 0.8689 4.5466
15 O -2.6980 -0.7228 1.4224
16 O -3.0735 -2.7692 0.1157
17 H 2.9962 1.3894 -4.4181
18 F -2.2547 -3.1677 3.2128
19 H 2.9352 4.8283 -1.5769
20 C 1.5715 0.3813 -3.1260
21 H 3.0271 -0.3303 -4.5919
22 Zn 0.2567 0.2229 0.0195
23 N 0.9188 0.2607 -2.1406
24 N -1.4232 1.6168 -0.2371
25 C -2.4368 2.0849 -0.1826
26 H -4.4994 2.0261 -0.7765
27 C -1.4288 -2.4620 -2.7415
28 O -0.9372 -4.0702 -0.5584
29 N -0.7837 -1.3946 -0.0390
30 O 0.8887 -2.7988 -1.5169
31 H 1.4417 5.4416 -1.0273
32 H 1.7568 0.5837 -5.2739
33 H 0.0023 0.8805 5.2859
34 H 3.6645 -1.7372 3.0573
35 H -0.6645 2.4157 4.5830
36 C 2.3618 0.5043 -4.3707
37 H -3.6823 3.6574 -0.6617
38 C 3.5728 -2.2278 2.0883
39 F -0.5835 -2.0720 -3.6870
40 N 0.1966 0.6786 2.1272
41 F -2.0554 -3.5265 -3.1249
42 C -0.2073 0.9706 3.2293
43 C 2.7543 -1.4257 1.2312
44 H -4.2164 2.8846 0.7664
45 C -3.8140 2.6682 -0.2233
46 C -0.6460 1.3270 4.5320

Calculated values
Gap between HOMO and LUMO ... 10.0 eV
Total charge ... +1
HOMO energy ... -12.378 eV

## Q
ORCA calculation (ωB97M-V/def2-TZVPD) on C12H15F6N6O4S2Zn as an isolated structure.

CARTESIAN COORDINATES (ANGSTROEM)
1 H -9.9763 4.9018 -8.0382
2 H 1.8830 5.5709 11.1448
3 N 4.1138 -0.1521 -5.7106
4 N -10.7979 4.2030 -4.9224
5 H 7.9681 -7.1769 -0.8773
6 N -2.6995 -5.9920 1.2894
7 O 0.2071 2.3826 1.0911
8 F 0.3575 -0.9767 2.9668
9 N 5.3357 -5.3786 -0.4207
10 C 6.4963 -5.6858 -0.4424
11 C 5.6830 1.6385 -6.7115
12 Zn 0.3504 -3.6267 -2.4079
13 H 8.3418 -6.1625 0.4966
14 S 0.4649 0.9286 0.9496
15 H -8.8829 3.6506 -7.4707
16 C -3.7982 -6.8701 3.5438
17 C -1.4705 2.3690 -1.8885
18 C -3.1687 -6.4038 2.2967
19 H 8.4538 -5.4151 -1.1079
20 H -3.0304 -7.1105 4.2791
21 H -8.7149 5.2179 -6.9369
22 C -10.2113 4.3017 -5.8834
23 H 2.4417 5.6831 9.3654
24 C 4.8262 0.6169 -6.1977
25 C 7.9199 -6.1524 -0.5084
26 N -0.2864 0.1366 -0.2535
27 O 1.8772 0.5327 0.9625
28 H -4.2867 -7.8348 3.4064
29 O -2.4271 1.6385 0.6030
30 S -1.8386 0.9573 -0.5371
31 C 2.0227 5.0886 10.1773
32 O -2.6448 -0.0226 -1.2228
33 C -9.4986 4.4905 -7.1490
34 C -0.2943 0.1397 2.6821
35 H -4.5019 -6.1377 3.9394
36 F -2.4154 2.3383 -2.8397
37 H 6.7431 1.4648 -6.8963
38 F -1.5655 -0.2037 2.5836
39 H 5.3649 1.9644 -7.7018
40 F -0.1542 1.0623 3.6599
41 F -1.3969 3.5924 -1.2911
42 N 3.8198 3.2207 10.3809
43 H 1.0629 4.6737 9.8697
44 F -0.3093 2.0397 -2.5711
45 C 3.0334 4.0556 10.2777
46 H 5.6033 2.4419 -5.9791

Calculated values
Gap between HOMO and LUMO ... 2.2 eV
Total charge ... +1
HOMO energy ... -12.715 eV

Tell me which of them is the most stable. Sure, it is P.

## P
ORCA calculation (ωB97M-V/def2-TZVPD) on a 2-piece molecular cluster, C5H8FNO overall.

CARTESIAN COORDINATES (ANGSTROEM)
1 H -0.3969 -0.7093 -1.5021
2 H 2.0534 0.2551 1.6393
3 H 2.7208 -1.0460 -0.0791
4 O -3.7851 -1.7177 0.4742
5 C -3.1779 0.4913 0.0689
6 H 2.7753 0.2429 -1.3338
7 C 2.1430 -0.5774 -0.8717
8 H 1.7354 1.6537 0.6220
9 C 1.3029 0.7522 1.0440
10 H 0.5966 0.9760 1.7133
11 C -0.3553 -0.2517 -0.5900
12 F -3.2596 1.7528 0.3158
13 H -1.2456 -0.0862 -0.0728
14 H 1.7475 -1.2414 -1.6643
15 C 0.8920 0.0266 -0.1839
16 N -3.7466 -0.5208 0.4202

Calculated values
SMILES ... [O-][N+]#CF.C=C(C)C
Gap between HOMO and LUMO ... 8.5 eV
Total charge ... 0
HOMO energy ... -9.298 eV

## Q
ORCA calculation (ωB97M-V/def2-TZVPD) on the molecule C5H8FNO.

CARTESIAN COORDINATES (ANGSTROEM)
1 C -1.1282 -0.4338 0.2933
2 H 0.3814 3.1696 1.2258
3 C -0.3782 -1.5190 0.1353
4 C 0.5876 2.9372 0.1812
5 H 1.5759 -1.6631 -0.7038
6 H 1.2855 -2.6407 0.7182
7 C 0.3260 1.4947 -0.2015
8 H 1.6210 3.1903 -0.0602
9 C 1.1014 -1.6777 0.2688
10 H -2.2129 -0.4985 0.1485
11 N -0.5942 0.8404 0.5835
12 O 0.9077 0.9491 -1.1352
13 H -1.0934 1.4068 1.2541
14 H -0.0644 3.5497 -0.4155
15 F -1.0157 -2.6537 -0.2331
16 H 1.4939 -0.9132 0.8646

Calculated values
SMILES ... CC(=O)N/C=C(\C)F
Gap between HOMO and LUMO ... 9.7 eV
Total charge ... 0
HOMO energy ... -9.000 eV

Tell me which of them is the most stable. Sure, it is Q.

## P
ORCA calculation (ωB97M-V/def2-TZVPD) on an isolated ion of composition C4H11NS and charge +1.

CARTESIAN COORDINATES (ANGSTROEM)
1 H -1.9445 -0.7892 -0.9796
2 H 2.9859 0.4236 -1.0580
3 C 2.2380 0.6757 -0.2953
4 H 0.2688 -1.4731 0.2176
5 H 0.9271 1.8606 -1.4238
6 H -2.4894 -0.6578 2.3954
7 H -0.8056 1.4044 0.2148
8 H 0.8652 0.0258 -1.8210
9 C -0.3796 -0.6231 0.4762
10 H 2.1101 -0.0039 0.5391
11 S -3.0922 -0.3968 1.2240
12 H 2.5791 1.5847 0.2182
13 N -0.2397 0.6610 -0.1914
14 C 0.8913 0.8428 -1.0543
15 H -1.8496 -2.1217 -0.1034
16 H -0.2324 -0.3725 1.5482
17 C -1.8325 -1.0406 0.0932

Calculated values
Gap between HOMO and LUMO (alpha / beta) ... 10.5 / 5.9 eV
Total charge ... +1
HOMO energy (alpha / beta) ... -13.419 / -13.368 eV
2S+1 ... 2

## Q
ORCA calculation (ωB97M-V/def2-TZVPD) on a 2-piece molecular cluster, C4H11NS overall.

CARTESIAN COORDINATES (ANGSTROEM)
1 H -1.0272 -1.8173 2.1945
2 H -4.8208 -0.3326 1.0437
3 C -2.9617 -0.9644 1.7406
4 H 2.5643 0.9478 -2.9634
5 H -2.0539 -2.5815 0.8821
6 H -4.1402 -1.5930 0.1734
7 C 2.7409 -0.3066 -0.3159
8 H -2.9274 -0.0345 2.3049
9 C 2.3588 1.6875 -2.1923
10 S 1.6169 1.0673 -0.6855
11 H 3.1756 -0.7273 -1.2175
12 H 1.7306 2.4688 -2.6129
13 H 2.2024 -1.0745 0.2311
14 H 3.4918 0.1752 0.3180
15 C -1.9875 -1.8766 1.7118
16 N -3.9899 -0.8529 0.8366
17 H 3.2548 2.1932 -1.8252

Calculated values
Gap between HOMO and LUMO (alpha / beta) ... 7.0 / 2.0 eV
Total charge ... +1
HOMO energy (alpha / beta) ... -10.522 / -10.510 eV
2S+1 ... 2

Tell me which of them is the most stable. Sure, it is P.